Entry 1:
The following is a quantum chemistry calculation of C3H5NO5S2 as an isolated structure, from the Open Molecules 2025 dataset.

Output
- spin multiplicity = 1
- frontier orbital gap (eV) = 9.391

```
16
Properties=species:S:1:pos:R:3:forces:R:3:mulliken_charge:R:1
C 2.31635 -0.91381 0.62046 2.1 1.0 1.9 0.6048
C 0.00600 0.97914 0.15113 -2.1 1.3 -1.9 -1.0924
C 0.05792 -0.48481 0.51798 -2.2 0.4 0.4 -0.1458
N 3.73864 0.32184 -0.98041 0.7 -0.8 0.0 -0.2592
O 2.54263 -0.24545 1.60395 -0.7 -0.5 -0.4 -0.5293
O 4.12156 2.68652 -0.22497 -0.2 -0.3 -0.3 -0.4527
O 3.80326 -2.36676 -1.23067 -0.3 0.6 -0.8 -0.5592
O 4.90941 -1.30633 0.65409 1.2 0.2 0.8 -0.5167
O 1.19707 -1.20906 0.10149 0.0 -0.9 -1.4 -0.3331
S 4.33579 1.29366 0.05840 0.5 0.3 0.0 0.6686
S 3.89083 -1.28183 -0.32002 -1.8 0.3 -0.1 1.0624
H 0.04176 1.27717 -0.94466 -0.2 -1.3 0.8 0.3132
H -1.03918 1.39478 0.46631 2.1 -0.7 -0.1 0.3063
H 0.81012 1.58370 0.46695 0.7 0.6 1.4 0.3569
H -0.73336 -0.98204 -0.05841 0.0 0.0 0.6 0.2785
H -0.12777 -0.58474 1.61572 0.4 -0.2 -0.9 0.2976
```
Positions in Å, forces in eV/Å.

Entry 2:
The following is a quantum chemistry calculation of C3H5NOS as an isolated structure, from the Open Molecules 2025 dataset.

Output
- spin multiplicity = 1
- frontier orbital gap (eV) = 8.972

```
11
Properties=species:S:1:pos:R:3:forces:R:3:mulliken_charge:R:1
C -0.66598 -0.26258 0.25452 0.2 -1.1 0.5 0.2171
C 0.63508 0.23931 0.92399 0.5 -0.7 0.9 -0.5441
C 0.10516 -0.07598 -1.01123 1.1 -0.5 -2.7 0.0102
H -2.39531 -0.04290 -0.24380 -0.2 1.1 0.4 0.3567
H -0.89340 -1.37038 0.45987 0.6 1.5 -0.2 0.2043
H 1.12215 -0.45895 1.61275 -0.2 0.2 0.1 0.2695
H 0.55653 1.21801 1.34615 -0.1 0.6 0.4 0.2669
H 2.27807 0.18135 -0.66550 -2.2 0.2 0.1 0.2561
N 1.25385 0.24295 -0.40200 1.4 -0.1 0.8 -0.1573
O -1.82345 0.50845 0.33552 -0.5 -1.0 -0.3 -0.5087
S -0.17270 -0.17929 -2.61027 -0.5 -0.2 -0.1 -0.3707
```
Positions in Å, forces in eV/Å.

Entry 3:
The following is a quantum chemistry calculation of a 2-piece molecular cluster, C3H5NOS overall, from the Open Molecules 2025 dataset.

Output
- spin multiplicity = 1
- SMILES string = O=C=S.C=NC
- frontier orbital gap (eV) = 9.918

```
11
Properties=species:S:1:pos:R:3:forces:R:3:mulliken_charge:R:1
C 1.83018 -1.34229 -0.93178 0.0 -2.4 2.2 0.7304
C -0.00985 1.32229 -0.27286 -0.6 0.1 0.4 -0.3664
C -1.37249 -0.25781 0.79474 1.2 -0.3 1.4 -0.6665
N -1.08367 0.62736 -0.25160 1.1 3.8 -0.8 -0.4593
O 1.61174 -2.25396 -0.24189 -0.3 0.6 -0.8 -0.3451
S 2.30016 -0.12417 -1.70393 0.6 1.7 -1.6 -0.3611
H 0.24151 2.20214 -0.84983 -1.2 -0.1 -1.7 0.3000
H 0.90038 1.32061 0.31211 -0.1 -1.2 1.7 0.3619
H -2.39186 -0.30011 1.08153 -1.3 0.2 -0.4 0.2782
H -1.13836 -1.15315 0.27074 0.3 -1.8 0.8 0.2781
H -0.88776 -0.04090 1.79275 0.4 -0.6 -1.2 0.2499
```
Positions in Å, forces in eV/Å.

Entry 4:
The following is a quantum chemistry calculation of a 2-piece molecular cluster, C3H5NOS overall, from the Open Molecules 2025 dataset.

Output
- spin multiplicity = 1
- frontier orbital gap (spin up / spin down) (eV) = 8.200 / 8.365

```
11
Properties=species:S:1:pos:R:3:forces:R:3:mulliken_charge:R:1
C 0.20778 -1.02108 0.04196 0.3 2.8 -0.3 0.3573
C 0.71748 1.60589 0.07385 2.0 0.1 0.4 -0.6152
C 0.03565 0.43803 -0.35612 -0.6 -2.0 -4.5 0.1110
N -0.87768 -1.39468 0.72660 -0.7 -1.8 0.1 -0.3691
O 1.22190 -1.62756 -0.21218 -0.5 -0.4 0.3 -0.5645
S -1.03232 1.71256 0.14909 -1.5 -0.1 0.4 -0.1404
H 1.24867 1.36498 0.96996 0.3 0.5 0.8 0.2485
H 1.22577 2.30458 -0.54784 0.2 0.2 -0.7 0.2909
H -0.10423 -0.15263 -2.26664 0.3 1.2 2.8 0.1860
H -1.73131 -0.81587 0.67972 0.9 -0.9 0.1 0.2202
H -0.91170 -2.41422 0.74159 -0.7 0.4 0.5 0.2753
```
Positions in Å, forces in eV/Å.

Entry 5:
The following is a quantum chemistry calculation of one molecule with the formula C3H5NOS, from the Open Molecules 2025 dataset.

Output
- spin multiplicity = 1
- frontier orbital gap (spin up / spin down) (eV) = 7.521 / 7.522

```
11
Properties=species:S:1:pos:R:3:forces:R:3:mulliken_charge:R:1
C 1.20653 -0.49801 -1.47759 0.5 1.4 1.7 -0.0026
C 0.58952 0.49304 0.66211 -2.5 -0.4 0.7 -0.1029
C -0.81166 -0.06277 0.59165 0.6 -1.2 -2.7 -0.2361
N 1.49207 0.06075 -0.31619 2.2 -1.2 -2.1 -0.5765
O -1.84154 0.75092 0.66619 -1.9 -1.6 1.8 -0.4397
S -0.39975 -0.71286 -2.01929 -0.4 -0.1 1.0 -0.3166
H 2.09052 -0.74668 -2.17901 -1.4 0.4 1.3 0.3134
H 0.36989 1.59013 0.68455 1.1 -0.5 0.3 0.2739
H 0.83424 -0.01883 1.67489 0.3 1.5 -1.1 0.2293
H -0.81343 -1.16969 0.67812 -1.0 0.8 0.3 0.4529
H -2.71640 0.31401 1.03457 2.5 0.9 -1.3 0.4048
```
Positions in Å, forces in eV/Å.

Entry 6:
The following is a quantum chemistry calculation of one molecule with the formula C3H5NOS, from the Open Molecules 2025 dataset.

Output
- spin multiplicity = 1
- frontier orbital gap (spin up / spin down) (eV) = 6.183 / 6.195

```
11
Properties=species:S:1:pos:R:3:forces:R:3:mulliken_charge:R:1
C -0.34859 -0.21310 1.38342 3.6 1.5 2.6 -0.0830
C -1.45968 -0.20511 0.50897 -1.0 -1.4 -1.9 0.2421
C 0.94176 0.20084 1.02578 -1.0 -0.3 -2.3 -0.4240
N 1.02497 -0.20450 -2.23583 0.5 -0.7 -0.8 -0.5753
O -1.47638 0.12996 -0.72185 -0.8 0.2 3.2 -0.4692
S -0.46517 0.18193 -2.34997 0.2 -0.4 -1.1 0.2266
H -0.53923 -0.38874 2.54065 0.1 0.4 -2.7 0.2178
H -2.37827 -0.71951 0.92319 0.6 0.9 -0.6 0.2990
H 1.25854 0.27961 -0.13847 -1.1 -0.1 2.9 0.0640
H 1.77194 0.46336 1.71145 -0.9 -0.7 -0.1 0.2644
H 1.67012 0.47525 -2.64733 -0.2 0.6 0.7 0.2377
```
Positions in Å, forces in eV/Å.

Entry 7:
The following is a quantum chemistry calculation of one molecule with the formula C3H5NOS, from the Open Molecules 2025 dataset.

Output
- spin multiplicity = 1
- SMILES string = C=NSC(C)=O
- frontier orbital gap (eV) = 9.493

```
11
Properties=species:S:1:pos:R:3:forces:R:3:mulliken_charge:R:1
C 0.13537 2.07667 0.35622 -1.6 1.3 4.3 -0.9970
C 0.25320 0.64323 0.10707 2.4 -4.2 -3.9 0.6828
C -0.06412 -2.48360 -0.51786 -2.0 3.5 1.6 -0.2269
H 0.59408 2.41081 1.36605 0.1 -0.9 -1.6 0.2768
H 0.55028 2.65054 -0.42467 0.4 0.5 -0.9 0.2923
H -0.91165 2.38796 0.64844 0.7 -0.4 -1.1 0.3204
H -0.16273 -3.48468 -0.54750 0.6 -3.6 -0.9 0.3233
H 0.95505 -1.94260 -0.43590 -2.1 -0.8 -0.3 0.2609
N -1.29942 -2.02616 -0.27383 5.1 1.2 -0.2 -0.3368
O 1.24019 0.13558 -0.51172 -2.5 1.9 2.5 -0.5724
S -1.29025 -0.36774 0.23370 -1.0 1.4 0.6 -0.0234
```
Positions in Å, forces in eV/Å.

Entry 8:
The following is a quantum chemistry calculation of one molecule with the formula C3H5NOS, from the Open Molecules 2025 dataset.

Output
- spin multiplicity = 1
- frontier orbital gap (spin up / spin down) (eV) = 8.183 / 8.184

```
11
Properties=species:S:1:pos:R:3:forces:R:3:mulliken_charge:R:1
C -0.44917 -1.17633 0.22603 0.4 -1.8 0.6 -0.1144
C -2.26197 -1.22959 -1.45350 2.2 0.5 3.6 -0.2355
C 0.37694 -0.07799 0.52894 1.7 1.8 -0.3 -0.8731
N -1.24860 -1.30847 -0.75431 -3.2 0.5 -2.1 -0.0759
O 2.81623 1.01742 -0.19797 0.4 1.2 -0.8 -0.5493
S 2.26586 -0.29112 0.13373 -1.0 -0.7 2.2 0.3409
H -0.20000 -1.95280 0.89743 -0.6 -1.8 0.1 0.3334
H -2.57265 -1.24330 -2.44310 0.3 -0.6 -1.7 0.2734
H 0.12864 0.74212 -0.08486 -0.1 1.4 -0.6 0.3440
H 0.41198 0.19596 1.57755 -0.4 0.1 0.0 0.4069
H 2.40354 -0.32510 1.55835 0.3 -0.6 -1.1 0.1496
```
Positions in Å, forces in eV/Å.